[1]
The following is a quantum chemistry calculation of 4 unconnected molecules or ions with the total composition C34H73Cl2F2O13P2 in a non-equilibrium geometry, from OMol25.

XYZ file:
```
126
Properties=species:S:1:pos:R:3
C -0.06 -2.76 1.40
C 1.53 -2.54 1.85
C 2.06 -1.23 1.02
Cl 0.99 -0.76 -0.44
C 3.70 -1.24 0.68
C 3.87 -1.92 -0.79
C 3.11 -3.40 -0.97
O 2.06 -3.57 -1.78
F 3.76 -4.52 -0.19
O 4.21 -1.93 1.91
P 4.32 -0.91 3.36
C 4.21 -2.36 4.65
C 2.77 -2.33 5.50
C 4.30 -3.85 3.97
C 5.84 -4.24 3.44
P 6.45 -0.61 3.41
O 7.24 -1.11 4.87
Cl 6.69 1.55 3.44
O 4.35 0.54 2.32
C 4.49 0.23 0.85
C 3.56 1.50 0.25
C 4.10 2.98 0.81
C 5.88 0.51 0.09
C 7.01 -0.61 -0.06
C 8.49 -0.03 0.48
F 6.85 -1.93 0.54
H -0.18 -3.23 0.33
H -0.72 -1.80 1.58
H -0.48 -3.57 2.16
H 2.06 -3.55 1.60
H 1.50 -2.43 3.01
H 1.93 -0.31 1.76
H 4.98 -2.16 -1.12
H 3.48 -1.21 -1.66
H 2.88 -0.86 3.63
H 4.34 -0.06 4.56
H 5.03 -2.31 5.47
H 2.40 -1.23 5.71
H 1.95 -3.04 5.05
H 3.03 -2.78 6.57
H 4.11 -4.63 4.85
H 3.47 -4.09 3.17
H 6.31 -3.42 2.76
H 6.49 -4.54 4.37
H 5.70 -5.26 2.82
H 7.16 -0.32 5.50
H 2.45 1.46 0.60
H 3.52 1.48 -0.94
H 3.34 3.76 0.33
H 3.98 3.10 1.97
H 5.16 3.26 0.40
H 6.40 1.45 0.63
H 5.62 0.92 -1.00
H 7.20 -0.79 -1.23
H 9.18 0.25 -0.44
H 8.38 0.82 1.28
H 9.04 -0.93 1.04
C 9.24 7.22 0.47
O 8.55 7.05 -0.76
C 8.00 5.74 -0.88
C 6.95 5.70 -2.00
O 5.67 6.18 -1.57
C 5.56 7.61 -1.42
C 5.47 8.33 -2.77
O 6.78 8.52 -3.32
C 6.74 8.87 -4.69
H 10.06 6.51 0.55
H 9.66 8.24 0.49
H 8.55 7.12 1.31
H 7.54 5.43 0.06
H 8.82 5.06 -1.13
H 6.79 4.66 -2.28
H 7.29 6.22 -2.90
H 6.36 8.00 -0.80
H 4.62 7.77 -0.89
H 5.03 9.32 -2.62
H 4.85 7.75 -3.46
H 6.29 8.07 -5.28
H 7.76 9.03 -5.04
H 6.17 9.80 -4.83
C -7.61 -1.24 -2.28
O -6.80 -0.62 -1.28
C -6.92 -1.27 -0.02
C -5.78 -0.84 0.91
O -4.57 -1.56 0.67
C -3.84 -1.18 -0.51
C -3.11 0.16 -0.34
O -4.00 1.25 -0.57
C -3.47 2.48 -0.11
H -8.66 -1.22 -1.98
H -7.49 -0.68 -3.21
H -7.27 -2.27 -2.44
H -6.90 -2.36 -0.14
H -7.88 -0.97 0.42
H -6.06 -1.09 1.94
H -5.61 0.24 0.88
H -4.49 -1.18 -1.39
H -3.09 -1.96 -0.66
H -2.30 0.22 -1.08
H -2.68 0.22 0.67
H -3.33 2.45 0.98
H -4.19 3.27 -0.34
H -2.52 2.70 -0.61
C -12.13 -4.67 0.91
O -12.50 -4.12 -0.34
C -11.90 -2.84 -0.57
C -12.00 -2.46 -2.05
O -10.98 -3.06 -2.85
C -11.16 -4.46 -3.13
C -12.25 -4.71 -4.18
O -13.54 -4.69 -3.57
C -14.58 -4.59 -4.53
H -12.42 -4.01 1.73
H -12.64 -5.63 1.03
H -11.05 -4.85 0.93
H -10.85 -2.86 -0.26
H -12.45 -2.11 0.04
H -11.83 -1.38 -2.13
H -12.99 -2.66 -2.46
H -11.34 -5.03 -2.22
H -10.21 -4.80 -3.54
H -12.10 -5.70 -4.62
H -12.19 -3.95 -4.96
H -14.51 -3.64 -5.07
H -15.54 -4.61 -4.00
H -14.54 -5.42 -5.23
```

Calculated values
Net charge = -1
Molecular weight = 860.8 g mol⁻¹
Kohn-Sham gap = 5.6553 eV

=====

[2]
The following is a quantum chemistry calculation of 9 unconnected molecules or ions with the total composition C34H73F4N8O15PS, from OMol25.

XYZ file:
```
136
Properties=species:S:1:pos:R:3
C 2.75 -3.34 1.33
C 2.41 -2.14 2.18
O 3.15 -0.97 1.77
P 2.48 0.11 0.81
O 1.38 0.88 1.41
C 3.94 1.02 0.27
C 4.52 0.62 -1.09
C 4.30 1.50 -2.33
C 3.31 2.68 -2.21
F 3.15 3.22 -3.46
F 3.85 3.65 -1.43
C 1.88 2.31 -1.68
F 0.94 2.79 -2.52
F 1.69 2.88 -0.48
C 4.12 0.62 -3.57
O 4.61 1.36 -4.68
S 5.90 2.16 -4.21
O 7.05 1.37 -4.43
O 5.82 3.47 -4.72
O 5.59 2.12 -2.65
O 2.03 -0.69 -0.51
C 0.65 -1.07 -0.66
C 0.35 -1.28 -2.13
H 2.34 -4.25 1.75
H 2.36 -3.24 0.32
H 3.84 -3.43 1.26
H 1.34 -1.90 2.17
H 2.69 -2.31 3.22
H 4.69 0.82 1.04
H 3.72 2.08 0.36
H 5.60 0.56 -1.01
H 4.18 -0.39 -1.34
H 1.74 1.23 -1.60
H 3.12 0.23 -3.75
H 4.77 -0.24 -3.43
H 0.02 -0.28 -0.26
H 0.46 -1.98 -0.09
H -0.41 -2.05 -2.27
H 1.26 -1.57 -2.66
H -0.01 -0.36 -2.59
C -2.45 1.68 2.91
N -2.16 0.78 1.81
C -2.79 0.69 0.61
C -3.93 1.65 0.34
O -2.41 -0.12 -0.22
H -1.59 2.32 3.12
H -2.70 1.13 3.82
H -3.29 2.31 2.65
H -1.38 0.15 1.91
H -4.32 1.46 -0.65
H -4.74 1.52 1.06
H -3.58 2.68 0.40
C 1.03 -8.77 3.79
N 1.35 -7.61 2.99
C 2.22 -7.52 1.94
C 2.94 -8.78 1.54
O 2.37 -6.46 1.37
H -0.03 -9.01 3.73
H 1.28 -8.61 4.84
H 1.59 -9.63 3.44
H 0.89 -6.74 3.22
H 3.58 -8.56 0.70
H 3.54 -9.16 2.37
H 2.23 -9.56 1.24
C -1.63 -10.26 -1.17
N -0.34 -10.50 -0.54
C 0.82 -10.91 -1.13
C 0.79 -11.15 -2.62
O 1.84 -11.06 -0.48
H -1.93 -9.22 -1.03
H -2.40 -10.89 -0.74
H -1.57 -10.45 -2.23
H -0.26 -10.35 0.45
H 1.78 -11.46 -2.92
H 0.07 -11.93 -2.88
H 0.52 -10.24 -3.16
C 6.12 6.20 2.75
N 6.01 4.78 3.01
C 5.04 3.93 2.60
C 3.93 4.49 1.74
O 5.09 2.74 2.88
H 7.05 6.43 2.23
H 6.12 6.78 3.68
H 5.28 6.54 2.14
H 6.73 4.35 3.57
H 3.25 3.68 1.49
H 3.37 5.26 2.26
H 4.33 4.92 0.82
C 9.43 9.43 -0.54
N 9.11 9.14 0.84
C 9.43 8.04 1.57
C 10.22 6.95 0.87
O 9.09 7.94 2.73
H 10.03 10.34 -0.63
H 8.52 9.57 -1.13
H 9.99 8.61 -0.97
H 8.59 9.83 1.36
H 10.39 6.16 1.59
H 9.67 6.56 0.01
H 11.18 7.33 0.52
C -5.06 -8.95 3.05
N -4.71 -9.69 1.86
C -5.32 -9.67 0.64
C -6.52 -8.78 0.48
O -4.90 -10.35 -0.28
H -4.24 -8.31 3.37
H -5.31 -9.63 3.88
H -5.93 -8.33 2.86
H -3.92 -10.32 1.91
H -6.88 -8.88 -0.54
H -7.32 -9.06 1.17
H -6.27 -7.73 0.67
C -5.56 6.59 -1.88
N -5.52 5.24 -1.36
C -6.38 4.21 -1.62
C -7.53 4.50 -2.56
O -6.21 3.12 -1.11
H -4.65 6.82 -2.44
H -5.65 7.32 -1.07
H -6.41 6.71 -2.54
H -4.77 4.99 -0.73
H -8.11 3.59 -2.67
H -8.17 5.29 -2.18
H -7.16 4.80 -3.55
C -11.07 8.12 -0.02
N -10.74 7.20 -1.09
C -11.33 7.07 -2.31
C -12.49 7.99 -2.61
O -10.94 6.24 -3.11
H -10.22 8.77 0.21
H -11.35 7.59 0.89
H -11.90 8.75 -0.32
H -9.98 6.55 -0.93
H -12.84 7.75 -3.61
H -13.31 7.85 -1.90
H -12.18 9.03 -2.58
```

Calculated values
Molecular weight = 973.0 g mol⁻¹
Kohn-Sham gap = 9.3127 eV
SMILES string = CCOP(=O)(CC[C@]1(C(F)(F)C(F)F)COS(=O)(=O)O1)OCC.CNC(C)=O.CNC(C)=O.CNC(C)=O.CNC(C)=O.CNC(C)=O.CNC(C)=O.CNC(C)=O.CNC(C)=O

=====

[3]
The following is a quantum chemistry calculation of 10 unconnected molecules or ions with the total composition C34H74N6O14 in a non-equilibrium geometry, from OMol25.

XYZ file:
```
128
Properties=species:S:1:pos:R:3
C 0.26 -1.81 4.16
C 0.39 -0.33 3.71
O 1.65 0.14 4.27
C 1.57 0.96 5.32
C 2.98 1.48 5.78
O 0.53 1.26 5.87
H 0.18 -1.80 5.25
H 1.12 -2.43 3.91
H -0.69 -2.15 3.77
H 0.63 -0.22 2.65
H -0.47 0.29 3.96
H 3.71 0.71 6.05
H 2.91 2.12 6.65
H 3.34 2.08 4.95
C -2.19 -2.80 1.54
C -2.11 -2.84 0.00
O -2.51 -4.12 -0.42
C -1.55 -5.06 -0.80
C -2.21 -6.36 -1.22
O -0.33 -4.96 -0.68
H -1.19 -3.12 1.84
H -2.93 -3.43 2.04
H -2.26 -1.80 1.96
H -2.81 -2.11 -0.39
H -1.13 -2.55 -0.38
H -2.64 -6.78 -0.31
H -1.44 -7.02 -1.60
H -2.99 -6.12 -1.95
C 2.66 -0.31 0.83
C 1.96 0.96 0.39
O 0.54 0.67 0.41
C -0.30 1.64 0.70
C -1.69 1.33 0.23
O -0.06 2.63 1.34
H 2.64 -0.50 1.90
H 3.71 -0.32 0.56
H 2.13 -1.10 0.30
H 2.26 1.80 1.00
H 2.09 1.29 -0.65
H -2.00 1.61 -0.78
H -2.32 1.88 0.92
H -1.88 0.27 0.40
C -6.65 0.66 -3.12
C -5.46 1.38 -3.85
O -5.47 2.80 -3.56
C -4.85 3.37 -2.47
C -4.93 4.86 -2.35
O -4.23 2.78 -1.58
H -6.49 0.30 -2.10
H -6.94 -0.18 -3.75
H -7.46 1.34 -2.87
H -4.49 1.02 -3.51
H -5.43 1.36 -4.94
H -4.27 5.09 -1.51
H -5.96 5.01 -2.03
H -4.57 5.39 -3.23
C 2.80 -4.05 -0.70
N 3.11 -4.15 0.73
C 4.45 -3.83 1.22
C 2.15 -4.61 1.60
O 2.24 -4.70 2.82
H 3.20 -3.11 -1.08
H 1.81 -4.28 -1.09
H 3.48 -4.73 -1.23
H 4.76 -2.79 1.32
H 4.72 -4.22 2.20
H 5.14 -4.40 0.59
H 1.26 -5.00 1.08
C -0.66 5.01 -1.42
N -1.34 5.84 -0.54
C -1.42 7.26 -1.00
C -1.91 5.43 0.61
O -2.66 6.07 1.29
H -0.47 4.10 -0.86
H 0.34 5.34 -1.72
H -1.21 4.79 -2.33
H -0.47 7.74 -1.21
H -1.88 7.28 -1.99
H -2.02 7.81 -0.27
H -1.65 4.39 0.87
C -0.21 -2.61 -3.67
N -0.09 -1.25 -3.03
C 1.23 -0.80 -2.73
C -1.16 -0.60 -2.61
O -2.27 -1.03 -2.52
H -1.14 -3.05 -4.04
H 0.46 -3.32 -3.20
H 0.27 -2.51 -4.64
H 1.76 -0.78 -3.69
H 1.34 0.24 -2.43
H 1.74 -1.34 -1.93
H -0.88 0.36 -2.15
C 5.99 -0.88 2.83
N 6.26 0.55 2.59
C 5.55 1.43 3.55
C 7.05 0.95 1.53
O 7.25 2.16 1.40
H 4.92 -1.06 2.93
H 6.43 -1.28 3.75
H 6.31 -1.49 1.99
H 5.98 1.09 4.49
H 5.69 2.48 3.30
H 4.52 1.06 3.57
H 7.52 0.18 0.89
C -5.24 -0.36 0.38
N -6.32 -1.03 1.00
C -7.37 -1.48 0.04
C -6.44 -1.26 2.33
O -5.64 -0.76 3.15
H -4.71 -1.01 -0.32
H -4.49 -0.03 1.10
H -5.55 0.56 -0.11
H -8.04 -2.22 0.48
H -7.92 -0.63 -0.37
H -7.02 -2.05 -0.82
H -7.36 -1.84 2.55
C 3.73 2.17 -3.10
N 4.69 1.11 -2.88
C 4.93 0.36 -4.09
C 5.45 0.98 -1.75
O 6.37 0.22 -1.60
H 3.50 2.71 -2.18
H 2.80 1.63 -3.25
H 3.98 2.80 -3.95
H 5.56 -0.50 -3.91
H 3.97 0.06 -4.52
H 5.45 0.97 -4.83
H 5.05 1.69 -1.02
```

Calculated values
Molecular weight = 791.0 g mol⁻¹
Kohn-Sham gap = 9.1720 eV
SMILES string = CCOC(C)=O.CCOC(C)=O.CCOC(C)=O.CCOC(C)=O.CN(C)C=O.CN(C)C=O.CN(C)C=O.CN(C)C=O.CN(C)C=O.CN(C)C=O